Molecular formula: CHNOP2S
Method: DFT, the ωB97M-V functional and the def2-TZVPD basis

Structure (XYZ):
```
7
Properties=species:S:1:pos:R:3:forces:R:3
C 0.85752 0.25299 -0.03907 0.4234 0.3155 0.3012
N -1.27043 -1.52513 0.41149 -1.5443 1.4843 -0.0591
O 0.77820 -0.52175 -1.16898 -0.0046 -0.7268 -0.4675
P -0.29305 1.69911 0.03668 -0.7597 -0.2867 0.2181
P -2.14792 1.01641 0.21904 1.4604 -1.7178 0.1386
S 0.19534 -1.43720 0.29918 0.4188 0.7614 -0.2440
H 1.88034 0.51558 0.24167 0.0060 0.1702 0.1126
```
Forces are in eV/Å.

For the energy relative to the best compared isomer or geometry (same formula, charge and spin), the calculation gives 47.7 kcal per mole. The value obtained for the total energy is -1249.409021 a.u. Its net charge is 0. The HOMO energy comes out at -9.08 eV.



Molecular formula: CHNOS
Method: DFT, the ωB97M-V functional and the def2-TZVPD basis

Structure (XYZ):
```
5
Properties=species:S:1:pos:R:3:forces:R:3
S -3.06254 -0.33760 0.03485 0.5254 0.5522 -0.1947
C -1.66204 0.41045 -0.15364 0.1942 -0.3843 0.5197
N -0.34131 0.34112 -0.55360 0.2313 -0.9578 -1.6644
O -0.93880 1.48315 0.15058 -0.9909 0.8154 0.7661
H 0.23142 -0.20648 0.07811 0.0400 -0.0254 0.5734
```
Forces are in eV/Å.

For the energy relative to the best compared isomer or geometry (same formula, charge and spin), the calculation gives 34.2 kcal per mole. The value obtained for the total energy is -566.775948 a.u. Its net charge is 0. The HOMO energy comes out at -9.71 eV.



Molecular formula: CHNP2S2
Method: DFT, the ωB97M-V functional and the def2-TZVPD basis

Structure (XYZ):
```
7
Properties=species:S:1:pos:R:3:forces:R:3
C -0.32834 0.00900 0.77817 -0.3987 -0.6321 -4.7223
N 0.25572 0.09576 1.80120 2.7378 0.8716 4.1204
P -1.44049 1.10213 -0.19786 -1.1658 -0.5252 -0.4550
P 0.19425 -0.83900 -1.08059 1.3746 -1.5220 1.5458
S -1.67284 -0.37089 -1.82238 -0.5305 1.7479 0.8732
S 1.77196 0.12877 -1.66070 -0.0970 0.3729 -0.2434
H 1.21974 -0.12577 2.18216 -1.9204 -0.3131 -1.1187
```
Forces are in eV/Å.

For the energy relative to the best compared isomer or geometry (same formula, charge and spin), the calculation gives 10.7 kcal per mole. The value obtained for the total energy is -1572.459678 a.u. Its net charge is 0. Its spin multiplicity is 3. The HOMO energy (spin up / spin down) comes out at -7.45 / -8.65 eV.



Molecular formula: CHO2Rh
Method: DFT, the ωB97M-V functional and the def2-TZVPD basis

Structure (XYZ):
```
5
Properties=species:S:1:pos:R:3:forces:R:3
H -1.41545 -1.18626 0.09372 -0.0904 0.0907 -0.5891
O -0.56757 0.68585 0.02174 0.2534 0.5769 -0.6394
O 0.61755 -1.14570 0.01607 0.7393 0.0656 -0.6442
C -0.50814 -0.57372 -0.05512 -4.0705 -2.7775 1.6073
Rh 1.40705 0.66313 0.03127 3.1684 2.0442 0.2655
```
Forces are in eV/Å.

The value obtained for the total energy is -298.677478 a.u. Its net charge is +2. Its spin multiplicity is 5. The HOMO energy (spin up / spin down) comes out at -24.54 / -25.28 eV.



Molecular formula: CHO2S2
Method: DFT, the ωB97M-V functional and the def2-TZVPD basis

Structure (XYZ):
```
6
Properties=species:S:1:pos:R:3:forces:R:3
C 1.12396 0.18226 -0.12159 -1.6487 -0.0403 0.3745
O 1.25016 1.35768 -0.03998 0.7693 1.8478 -0.1354
O -2.10645 -0.17165 -0.04628 0.9153 1.2847 -0.0782
S 1.95433 -1.24328 -0.05163 2.2964 -0.9868 -0.1655
S -0.42466 -0.75234 -0.14523 -1.2320 -2.5095 -0.2490
H -1.79735 0.62734 0.40471 -1.1002 0.4041 0.2537
```
Forces are in eV/Å.

For the energy relative to the best compared isomer or geometry (same formula, charge and spin), the calculation gives 32.8 kcal per mole. The value obtained for the total energy is -985.585300 a.u. Its net charge is -1. The HOMO energy comes out at -3.40 eV.



Molecular formula: CHO3PS
Method: DFT, the ωB97M-V functional and the def2-TZVPD basis

Structure (XYZ):
```
7
Properties=species:S:1:pos:R:3:forces:R:3
C -0.35045 0.57818 -1.44757 -0.4030 0.7989 2.5349
O -0.76299 1.55974 -0.66490 0.0425 0.4528 -0.0547
O 0.63471 -0.14110 -0.83343 1.6065 -0.9384 2.4389
O -0.73897 0.20239 -2.50547 -0.3317 0.1363 -1.2610
P -2.40512 5.04015 0.36565 1.1031 -1.6469 -0.2741
S -1.28014 3.55385 0.30600 -0.8986 0.8074 -0.2115
H 0.81637 -0.01584 0.18138 -1.1189 0.3899 -3.1725
```
Forces are in eV/Å.

For the energy relative to the best compared isomer or geometry (same formula, charge and spin), the calculation gives 75.5 kcal per mole. The value obtained for the total energy is -1003.876286 a.u. Its net charge is 0. The HOMO energy (spin up / spin down) comes out at -8.98 / -8.99 eV.



Molecular formula: CHO3PS2
Method: DFT, the ωB97M-V functional and the def2-TZVPD basis

Structure (XYZ):
```
8
Properties=species:S:1:pos:R:3:forces:R:3
C 0.30374 -0.81139 0.52100 -0.5255 -1.9049 5.2752
O -0.10286 -0.03389 -1.76129 -2.0246 0.2468 0.2563
O 1.41768 1.48491 -0.22141 0.9979 -0.6286 -0.3884
O -1.05499 1.50234 -0.04046 -2.6199 0.3693 0.6146
P 0.14859 0.72867 -0.28426 1.8488 1.0154 -1.6565
S -0.03410 -0.21468 2.97855 0.4572 -0.6657 -2.5240
S 0.39331 -2.41911 0.33904 0.0890 1.3955 -0.3982
H -1.07139 -0.23685 -1.53116 1.7771 0.1721 -1.1790
```
Forces are in eV/Å.

For the energy relative to the best compared isomer or geometry (same formula, charge and spin), the calculation gives 76.4 kcal per mole. The value obtained for the total energy is -1402.140976 a.u. Its net charge is -2. The HOMO energy comes out at 0.53 eV.



Molecular formula: CHO3Pt
Method: DFT, the ωB97M-V functional and the def2-TZVPD basis

Structure (XYZ):
```
6
Properties=species:S:1:pos:R:3:forces:R:3
C -1.05809 -0.09760 -0.18332 -1.9850 -1.0068 1.3751
O -1.74646 -1.10530 0.25363 -0.0987 0.1521 -0.3095
O 0.06587 0.15344 -0.48114 -9.5998 -0.5645 -3.5041
Pt 1.72715 0.30115 -0.02320 10.3243 1.5715 2.4520
O -2.21282 0.39629 0.11098 0.1864 0.1030 -0.3815
H 3.22435 0.35202 0.32305 1.1728 -0.2554 0.3680
```
Forces are in eV/Å.

For the energy relative to the best compared isomer or geometry (same formula, charge and spin), the calculation gives 63.2 kcal per mole. The value obtained for the total energy is -383.113004 a.u. Its net charge is +1. Its spin multiplicity is 3. The HOMO energy (spin up / spin down) comes out at -16.23 / -16.87 eV.



Molecular formula: CHO3Tb
Method: DFT, the ωB97M-V functional and the def2-TZVPD basis

Structure (XYZ):
```
6
Properties=species:S:1:pos:R:3:forces:R:3
Tb 1.65438 0.56265 -0.50790 -1.4489 0.2268 0.8239
O -0.02562 -0.77045 0.63346 0.5144 0.2049 -0.2915
H -0.32525 -1.56748 1.08167 -0.3085 -0.1472 0.1012
O -1.89262 0.26354 1.56306 1.9132 -0.1656 -1.1830
C -0.86587 0.39675 0.94010 -2.3235 -0.6722 1.7870
O -0.26350 1.39830 0.46926 1.6534 0.5533 -1.2376
```
Forces are in eV/Å.

For the energy relative to the best compared isomer or geometry (same formula, charge and spin), the calculation gives 5.4 kcal per mole. The value obtained for the total energy is -1088.628444 a.u. Its net charge is +1. Its spin multiplicity is 8. The HOMO energy (spin up / spin down) comes out at -14.41 / -14.02 eV.



Molecular formula: CHO6S2
Method: DFT, the ωB97M-V functional and the def2-TZVPD basis

Structure (XYZ):
```
10
Properties=species:S:1:pos:R:3:forces:R:3
C -0.88723 -0.80010 0.34352 0.1104 -2.9349 1.8717
O 3.68547 0.07996 -0.19865 1.9179 -1.0180 -0.8248
O -0.63591 -1.69889 -0.89627 1.3638 -0.2721 0.1601
O 1.47802 -2.60563 0.27627 -1.9935 2.0275 0.1308
O 1.49019 -0.52424 -1.10904 -0.8929 -0.4350 0.8134
O 2.00427 1.73526 -0.20823 -1.1306 0.5273 -0.5863
O 1.79137 -0.20953 1.20776 -0.9982 -0.6429 0.1823
S 0.66537 -1.39312 0.04995 -1.0001 -3.7260 -1.9610
S 2.31263 0.35130 -0.06129 2.5690 3.2848 1.1089
H -0.76313 0.16351 0.03442 0.0542 3.1892 -0.8953
```
Forces are in eV/Å.

For the energy relative to the best compared isomer or geometry (same formula, charge and spin), the calculation gives 92.9 kcal per mole. The value obtained for the total energy is -1286.418741 a.u. Its net charge is -1. The HOMO energy comes out at -5.10 eV.



Molecular formula: CHgLiO2
Method: DFT, the ωB97M-V functional and the def2-TZVPD basis

Structure (XYZ):
```
5
Properties=species:S:1:pos:R:3:forces:R:3
O -2.60659 0.21477 0.10171 5.2163 -0.4594 -0.1224
C -1.44558 0.17485 0.01316 -5.9923 0.7766 -0.0909
O 0.93572 -0.34049 0.24598 -4.4784 0.6261 0.1336
Hg 2.59333 -0.84195 0.47340 6.0289 -2.0581 1.0776
Li 0.52311 0.79282 -0.83424 -0.7745 1.1147 -0.9979
```
Forces are in eV/Å.

For the energy relative to the best compared isomer or geometry (same formula, charge and spin), the calculation gives 25.4 kcal per mole. The value obtained for the total energy is -349.185689 a.u. Its net charge is +1. The HOMO energy comes out at -15.64 eV.



Molecular formula: CIN3S
Method: DFT, the ωB97M-V functional and the def2-TZVPD basis

Structure (XYZ):
```
6
Properties=species:S:1:pos:R:3:forces:R:3
C 0.94922 -0.01643 0.00869 -0.0457 1.0349 -0.0264
N -1.03541 -1.46781 -0.00058 0.2121 -0.7079 -0.0325
N -1.52191 -0.44284 -0.00681 0.4859 -1.6109 0.0641
N -1.53010 0.75622 -0.00042 -1.2372 2.9218 -0.0360
S 0.15481 1.37999 -0.00076 0.7367 -1.6888 0.0219
I 2.98340 -0.20913 -0.00012 -0.1518 0.0510 0.0090
```
Forces are in eV/Å.

For the energy relative to the best compared isomer or geometry (same formula, charge and spin), the calculation gives 66.4 kcal per mole. The value obtained for the total energy is -898.092389 a.u. Its net charge is 0. The HOMO energy comes out at -9.12 eV.



Molecular formula: CINO2Yb
Method: DFT, the ωB97M-V functional and the def2-TZVPD basis

Structure (XYZ):
```
6
Properties=species:S:1:pos:R:3:forces:R:3
O -0.83333 1.58610 -0.06853 -0.1667 0.1634 -0.0167
C -0.88586 0.37389 -0.25182 0.2584 -0.4799 -0.1648
O -1.73489 -0.43100 -0.63717 -0.4167 0.2623 0.2061
N 0.40151 -0.38025 0.13124 0.7173 -0.4116 0.8103
I 1.95683 -0.03428 -1.17511 -0.0562 -0.0741 0.5647
Yb 1.09573 -1.11445 2.00140 -0.3361 0.5398 -1.3996
```
Forces are in eV/Å.

The value obtained for the total energy is -1699.602627 a.u. Its net charge is 0. The HOMO energy comes out at -7.01 eV.



Molecular formula: CN2O2
Method: DFT, the ωB97M-V functional and the def2-TZVPD basis

Structure (XYZ):
```
5
Properties=species:S:1:pos:R:3:forces:R:3
C -1.55018 -0.77236 0.49226 -0.5861 0.7229 -0.7743
N 0.69141 1.21362 0.20401 1.3575 -1.0370 -0.6813
N 1.29836 0.30975 -0.10374 -2.2442 2.3146 1.2686
O 1.81870 -0.69814 -0.35428 1.0461 -1.1910 -0.5839
O -2.03471 -0.06059 -0.24538 0.4267 -0.8095 0.7709
```
Forces are in eV/Å.

For the energy relative to the best compared isomer or geometry (same formula, charge and spin), the calculation gives 89.9 kcal per mole. The value obtained for the total energy is -298.032748 a.u. Its net charge is 0. The HOMO energy comes out at -12.10 eV.



Molecular formula: CN2O2S
Method: DFT, the ωB97M-V functional and the def2-TZVPD basis

Structure (XYZ):
```
6
Properties=species:S:1:pos:R:3:forces:R:3
C -1.56481 -0.31644 0.20448 -2.2013 1.4832 -1.1347
N -0.47339 -0.60996 -0.17756 -0.7803 0.2300 0.3179
N 1.45906 1.43278 -0.13212 -0.1520 -0.2051 0.1289
O 0.64229 -1.03185 -0.03522 1.0057 -2.8773 -0.0739
O 1.86276 0.42311 0.14537 1.4600 1.9347 0.0880
S -3.03782 0.31468 -0.00453 0.6678 -0.5655 0.6739
```
Forces are in eV/Å.

For the energy relative to the best compared isomer or geometry (same formula, charge and spin), the calculation gives 152.7 kcal per mole. The value obtained for the total energy is -696.054119 a.u. Its net charge is 0. The HOMO energy (spin up / spin down) comes out at -8.93 / -8.63 eV.



Molecular formula: CN2O2S
Method: DFT, the ωB97M-V functional and the def2-TZVPD basis

Structure (XYZ):
```
6
Properties=species:S:1:pos:R:3:forces:R:3
C -1.33940 -0.02549 -0.00510 -1.0348 2.5711 -0.2748
N -0.91067 -1.14227 0.09696 4.2318 -3.2478 0.1324
N 1.31795 -1.20414 -0.07010 -2.7984 -1.0252 0.1008
O -2.00797 0.91824 -0.08508 -0.1309 0.5504 -0.0595
O 1.02032 1.29122 0.08742 0.4703 0.3763 0.0137
S 1.91977 0.16245 -0.02410 -0.7380 0.7751 0.0874
```
Forces are in eV/Å.

For the energy relative to the best compared isomer or geometry (same formula, charge and spin), the calculation gives 116.6 kcal per mole. The value obtained for the total energy is -696.111652 a.u. Its net charge is 0. The HOMO energy (spin up / spin down) comes out at -11.31 / -11.31 eV.



Molecular formula: CN2O3
Method: DFT, the ωB97M-V functional and the def2-TZVPD basis

Structure (XYZ):
```
6
Properties=species:S:1:pos:R:3:forces:R:3
O 0.06504 -0.81343 1.39918 0.6948 -0.7884 2.8329
C 0.64797 0.05962 0.94500 -1.3325 0.2097 -0.8840
N 0.94638 1.02539 0.22039 0.0953 0.3082 -0.9557
O -0.38801 0.98189 -0.73327 1.8279 2.4429 1.4795
N -0.90836 -0.10904 -1.03809 -0.8902 -2.8989 -1.1016
O -0.36301 -1.14443 -0.79321 -0.3953 0.7264 -1.3711
```
Forces are in eV/Å.

For the energy relative to the best compared isomer or geometry (same formula, charge and spin), the calculation gives 121.5 kcal per mole. The value obtained for the total energy is -373.128979 a.u. Its net charge is 0. The HOMO energy (spin up / spin down) comes out at -10.87 / -10.87 eV.



Molecular formula: CN2O6
Method: DFT, the ωB97M-V functional and the def2-TZVPD basis

Structure (XYZ):
```
9
Properties=species:S:1:pos:R:3:forces:R:3
C -2.44868 -0.06171 0.66863 -0.1199 -1.6139 -0.9220
N 1.44511 -1.29172 -0.36531 0.6596 -2.5945 0.5219
N 0.86605 0.90661 -0.47734 2.3922 -2.4748 0.1761
O -2.25677 0.60423 1.55961 0.4173 2.3598 2.4122
O 0.75432 0.19252 0.56893 -0.0122 -0.9898 1.1686
O -2.62602 -0.83075 -0.16606 -0.2723 -0.7050 -1.4474
O 2.28790 -1.85956 0.10426 -1.1611 1.8471 -0.6456
O 0.31432 1.91128 -0.55185 -2.0360 3.6160 -0.9102
O 1.66376 0.42910 -1.34087 0.1325 0.5552 -0.3536
```
Forces are in eV/Å.

For the energy relative to the best compared isomer or geometry (same formula, charge and spin), the calculation gives 2.3 kcal per mole. The value obtained for the total energy is -598.848808 a.u. Its net charge is 0. The HOMO energy comes out at -11.31 eV.



Molecular formula: CN3O3PS
Method: DFT, the ωB97M-V functional and the def2-TZVPD basis

Structure (XYZ):
```
9
Properties=species:S:1:pos:R:3:forces:R:3
O -1.68873 1.66926 -0.06175 0.5729 -0.0169 -0.0993
P -1.82484 0.15894 -0.16393 -1.5654 -1.1098 -1.9177
O -2.54548 -0.34690 -1.43063 1.2634 0.5043 1.0921
O -2.15563 -0.55851 1.09811 -0.1272 -0.4156 0.9781
C 0.14568 -0.26345 -0.19225 1.4635 1.2529 0.0036
N 1.19894 -1.07948 -0.21800 -1.6205 -1.4319 -0.2224
N 2.40039 -0.58289 0.15520 -1.2046 1.9248 -0.0387
N 2.33174 0.68621 0.42016 0.3079 -0.2616 -0.0464
S 0.77244 1.29610 0.23785 0.9101 -0.4462 0.2507
```
Forces are in eV/Å.

For the energy relative to the best compared isomer or geometry (same formula, charge and spin), the calculation gives 14.7 kcal per mole. The value obtained for the total energy is -1167.689371 a.u. Its net charge is -2. The HOMO energy comes out at -0.29 eV.



Molecular formula: CNO
Method: DFT, the ωB97M-V functional and the def2-TZVPD basis

Structure (XYZ):
```
3
Properties=species:S:1:pos:R:3:forces:R:3
C -0.51844 -0.90329 -0.57692 -0.4210 -0.6271 -0.5032
O 0.53459 0.91460 0.60039 0.5545 1.0422 0.5923
N -0.01615 -0.01131 -0.02347 -0.1334 -0.4151 -0.0891
```
Forces are in eV/Å.

For the energy relative to the best compared isomer or geometry (same formula, charge and spin), the calculation gives 67.8 kcal per mole. The value obtained for the total energy is -168.048123 a.u. Its net charge is -1. The HOMO energy comes out at -3.08 eV.